{"formula": "C2H5NO2", "method": "wB97M-V/def2-TZVPD", "total_charge": 0, "multiplicity": 1, "lumo_ev": 0.6, "energy_ha": -284.40416, "homo_lumo_gap_ev": 10.589, "symbols": ["O", "C", "O", "H", "H", "C", "N", "H", "H", "H"], "coordinates": [[-0.790, 0.394, 1.502], [-1.277, 1.239, 0.841], [-0.627, 1.814, -0.205], [-2.276, 1.677, 0.986], [-1.257, 2.397, -0.647], [1.189, -1.799, -1.548], [1.625, -1.733, -0.366], [0.982, -0.882, -2.088], [1.012, -2.731, -2.087], [1.739, -2.678, -0.012]], "forces_ev_per_angstrom": [[0.2, -0.5, 0.5], [0.0, 0.6, -0.6], [-0.3, -0.1, 0.0], [-0.1, -0.1, 0.1], [0.2, 0.1, -0.1], [0.1, 0.1, 0.0], [-0.1, 0.0, -0.2], [0.0, 0.2, -0.1], [-0.1, -0.1, 0.0], [0.2, -0.1, 0.3]], "nbo_charge": [-0.524, 0.640, -0.677, 0.083, 0.478, -0.053, -0.567, 0.157, 0.140, 0.324]}



{"formula": "C2H5NO2", "method": "wB97M-V/def2-TZVPD", "total_charge": 0, "multiplicity": 1, "lumo_ev": 0.9, "energy_ha": -284.29258, "homo_lumo_gap_ev": 10.983, "symbols": ["O", "C", "N", "C", "O", "H", "H", "H", "H", "H"], "coordinates": [[0.585, -1.014, 1.331], [0.059, 0.245, 1.022], [0.387, 0.831, -0.301], [-0.396, -0.110, -1.470], [-0.966, 1.022, -0.961], [1.602, -0.913, 1.184], [-1.050, 0.043, 0.940], [0.282, 1.025, 1.694], [0.135, -0.113, -2.435], [-0.638, -1.017, -1.004]], "forces_ev_per_angstrom": [[3.6, 0.7, -0.7], [-2.9, -1.0, -1.7], [-1.6, -2.1, -2.6], [3.0, 2.6, 2.1], [0.3, 0.2, -0.3], [-2.5, -0.6, 0.6], [1.0, 0.5, 0.7], [0.4, 0.7, 1.3], [-0.5, 0.3, 0.5], [-0.7, -1.3, 0.3]], "nbo_charge": [-0.699, 0.032, -0.175, 0.064, -0.395, 0.468, 0.176, 0.167, 0.188, 0.174]}



{"formula": "C2H5NO2S", "method": "wB97M-V/def2-TZVPD", "total_charge": 0, "multiplicity": 1, "lumo_ev": [0.0, 0.0], "energy_ha": -682.44120, "homo_lumo_gap_ev": [7.792, 7.820], "symbols": ["C", "C", "N", "O", "O", "S", "H", "H", "H", "H", "H"], "coordinates": [[1.369, -0.547, -0.081], [-1.045, -0.940, -0.059], [1.446, 0.715, -0.070], [2.002, -1.506, -0.136], [2.514, 1.650, 0.076], [-1.822, 0.619, 0.053], [-1.187, -1.719, 0.790], [-1.025, -1.361, -1.120], [0.614, 1.102, 0.225], [3.363, 1.241, -0.401], [-1.051, 1.061, 1.176]], "forces_ev_per_angstrom": [[-3.7, -1.4, 0.3], [2.8, -1.4, -0.3], [1.1, 2.1, -0.5], [2.4, -2.6, -0.3], [2.6, -1.9, -1.3], [0.9, 0.6, 1.6], [0.3, 1.5, -1.6], [-0.3, 0.5, 1.7], [-2.0, 1.8, 0.3], [-2.8, 1.0, 1.4], [-1.3, -0.4, -1.2]], "nbo_charge": [0.734, -0.748, -0.374, -0.541, -0.533, 0.020, 0.224, 0.229, 0.393, 0.489, 0.106]}



{"formula": "C2H5NO2S", "method": "wB97M-V/def2-TZVPD", "total_charge": 0, "multiplicity": 1, "lumo_ev": 0.7, "energy_ha": -682.51025, "homo_lumo_gap_ev": 10.575, "symbols": ["C", "N", "C", "S", "O", "O", "H", "H", "H", "H", "H"], "coordinates": [[-0.547, -0.831, -0.011], [-0.414, 0.385, -0.837], [0.445, 1.410, -0.263], [-1.261, 1.794, -0.263], [-1.825, 2.551, -1.306], [-1.906, 1.593, 0.991], [-0.852, -1.594, -0.677], [0.482, -1.012, 0.319], [-1.048, -0.538, 0.947], [0.665, 1.081, 0.724], [0.978, 1.797, -1.051]], "forces_ev_per_angstrom": [[1.6, 2.2, 1.0], [-3.0, -0.3, -0.2], [-2.1, 0.2, 1.1], [2.1, -2.7, -0.8], [-0.6, 1.2, -1.0], [-0.4, 0.1, 0.8], [-0.9, -1.0, 0.2], [0.0, -0.6, -0.2], [-0.5, -1.1, -0.9], [1.6, 0.6, 0.8], [2.2, 1.3, -0.7]], "nbo_charge": [-0.448, -0.603, -0.483, 2.220, -0.881, -0.907, 0.227, 0.186, 0.220, 0.226, 0.242]}